[1]
A cluster of 7 separate species, C12H36ClO10S6 in total, computed with ωB97M-V/def2-TZVPD.

Output
net charge = -1
multiplicity = 1
gap between HOMO and LUMO = 8.64 eV
HOMO level = -6.63 eV

```
65
Properties=species:S:1:pos:R:3:mulliken_charge:R:1
Cl -0.805 -0.491 1.303 1.595
S 3.287 2.597 -0.012 0.638
S 4.427 -3.213 1.368 0.525
S -1.007 5.012 -2.256 0.439
S -2.058 -1.886 -3.465 0.755
S 1.527 0.564 -3.640 0.400
S -6.217 0.741 4.028 0.478
O -7.552 0.638 3.333 -0.627
O -3.528 -1.717 -3.734 -0.755
O -0.450 -1.323 0.192 -0.593
O 3.709 3.950 0.472 -0.679
O 4.380 -4.656 0.950 -0.660
O 0.863 -0.254 -4.742 -0.611
O -0.757 0.909 0.932 -0.596
O -2.090 -0.902 1.729 -0.647
O 0.159 -0.746 2.354 -0.708
O -1.389 6.438 -1.941 -0.662
C -1.266 -2.677 -4.927 -1.031
C 2.510 -0.678 -2.766 -0.805
C -1.720 4.028 -0.878 -0.671
C 4.696 1.480 0.280 -0.969
C 4.642 -3.190 3.180 -0.972
C -5.032 -0.255 3.086 -0.894
C -6.323 -0.429 5.407 -0.961
C 0.278 0.845 -2.327 0.237
C 2.753 -2.545 1.470 -0.684
C 0.726 4.867 -1.727 -0.509
C -1.893 -3.376 -2.386 -0.907
C 2.263 1.855 1.289 -0.361
H 5.008 1.605 1.314 0.366
H 4.614 -2.145 3.481 0.333
H 3.924 -3.890 3.597 0.302
H 1.360 4.328 -2.429 0.309
H -2.786 3.839 -1.015 0.382
H -0.182 1.812 -2.502 0.068
H -2.895 -3.802 -2.503 0.379
H -1.221 -4.142 -2.761 0.314
H -1.978 -3.347 -5.412 0.379
H 1.199 2.044 1.125 0.051
H 2.309 0.764 1.269 -0.190
H -1.340 3.008 -0.732 0.018
H 1.933 -1.390 -2.181 0.145
H -4.990 0.044 2.038 0.348
H 5.654 -3.529 3.411 0.357
H 2.798 -1.610 2.029 0.204
H -3.973 -0.224 3.359 0.343
H 0.670 0.819 -1.306 -0.024
H -5.315 -1.309 3.127 0.323
H 3.356 -0.185 -2.282 0.250
H -5.371 -0.737 5.842 0.356
H -0.363 -0.038 -2.328 -0.149
H 1.139 5.828 -1.437 0.454
H -1.551 4.520 0.080 0.371
H -1.729 -3.042 -1.365 0.207
H -6.704 -1.348 4.949 0.309
H 0.722 4.260 -0.819 -0.116
H -0.337 -3.196 -4.705 0.331
H 2.208 -3.225 2.128 0.389
H -0.997 -1.882 -5.622 0.299
H 2.552 2.233 2.268 0.580
H 3.023 -1.267 -3.533 0.476
H 2.189 -2.408 0.552 0.190
H 4.476 0.437 0.042 0.182
H 5.485 1.723 -0.434 0.375
H -7.022 -0.132 6.184 0.322
```

---

[2]
A structure of composition C23H18CrN3O8PS, computed with ωB97M-V/def2-TZVPD.

Output
net charge = -1
expectation value of S² = 3.773
multiplicity = 4
gap between HOMO and LUMO (spin up / spin down) = 7.87 / 8.48 eV
HOMO level (spin up / spin down) = -5.40 / -6.02 eV

```
55
Properties=species:S:1:pos:R:3:mulliken_charge:R:1
Cr -1.033 1.257 1.717 0.143
S 0.534 2.003 3.282 1.434
P 0.659 0.208 -0.727 0.916
O -5.050 1.482 1.111 -0.860
O -6.197 -2.433 3.086 -0.633
O -6.538 -0.502 2.049 -0.543
O 1.573 2.388 4.180 -0.679
O 0.516 2.685 1.928 -0.646
O -0.885 2.159 3.729 -0.439
O 0.540 0.541 2.841 -0.510
O -2.857 1.960 1.166 -0.494
N -2.151 -1.383 3.001 -0.364
N -2.273 -0.237 2.347 0.592
N -0.643 0.483 0.046 -0.423
C 2.838 2.952 -2.943 -0.765
C 1.822 3.614 -3.614 -0.430
C 1.203 -2.577 -3.701 -0.728
C -1.040 -2.814 -2.866 -0.577
C -3.351 -1.961 3.185 -0.420
C 3.433 -1.964 1.338 -0.646
C 2.865 0.714 0.898 -0.241
C -3.553 -0.051 2.098 -0.675
C 2.141 -0.261 0.219 0.624
C 1.218 1.545 -1.844 0.338
C 3.873 0.355 1.778 -0.778
C 2.429 -1.603 0.452 -0.628
C -5.759 -1.415 2.600 0.468
C 0.201 2.220 -2.520 -0.534
C 0.500 3.243 -3.402 -0.681
C 2.537 1.920 -2.063 0.209
C 1.429 -1.549 -2.801 -0.183
C -0.809 -1.787 -1.960 -0.545
C 4.162 -0.984 1.998 -0.586
C -0.035 -3.211 -3.734 -0.387
C 0.424 -1.153 -1.921 0.002
C -3.870 1.239 1.393 1.298
C -4.299 -1.135 2.613 0.290
H 1.859 -2.376 -0.050 0.366
H -0.831 1.949 -2.328 0.371
H -1.233 -1.653 3.320 0.139
H 4.943 -1.264 2.694 0.371
H 1.988 -2.883 -4.380 0.382
H 2.392 -1.052 -2.780 0.381
H 2.057 4.422 -4.295 0.373
H -2.006 -3.302 -2.892 0.404
H 3.644 -3.012 1.514 0.407
H -6.027 0.302 1.704 0.467
H -0.212 -4.012 -4.440 0.364
H -0.301 3.760 -3.916 0.404
H 2.600 1.758 0.791 0.556
H 4.405 1.126 2.319 0.400
H 3.871 3.238 -3.096 0.400
H -1.576 -1.454 -1.270 0.365
H 3.343 1.404 -1.554 0.403
H -3.470 -2.898 3.699 0.526
```

---

[3]
A cluster of 2 separate species, C7H14N2S in total, computed with ωB97M-V/def2-TZVPD.

Output
SMILES string = Cc1c[nH]cn1.CCSC
multiplicity = 1
gap between HOMO and LUMO = 9.07 eV
HOMO level = -8.19 eV

```
24
Properties=species:S:1:pos:R:3:mulliken_charge:R:1
S 0.506 1.561 1.419 -0.054
N -1.772 -0.365 -1.078 -0.550
N -0.889 -2.138 -1.998 -0.065
C 1.865 2.056 2.459 -0.949
C -2.975 -1.352 0.868 -1.163
C -1.674 -2.590 -0.958 -0.496
C 2.466 0.884 -0.456 -1.151
C -2.218 -1.465 -0.408 0.569
C 1.226 1.712 -0.235 -0.266
C -1.010 -0.799 -2.046 -0.258
H -4.025 -1.326 0.716 0.314
H -0.550 -2.756 -2.713 0.207
H 1.469 2.412 3.411 0.325
H -2.730 -2.076 1.634 0.333
H 0.404 1.403 -0.880 0.100
H 2.795 0.973 -1.500 0.354
H -1.762 -3.655 -0.876 0.387
H -2.839 -0.352 1.296 0.298
H 1.406 2.764 -0.468 0.376
H 2.411 -0.191 -0.292 0.295
H 3.297 1.255 0.106 0.362
H -0.445 -0.189 -2.731 0.450
H 2.643 1.330 2.712 0.286
H 2.400 2.904 2.016 0.297
```

---

[4]
A cluster of 2 separate species, C4H11N2O in total, computed with ωB97M-V/def2-TZVPD.

Output
net charge = -1
multiplicity = 1
gap between HOMO and LUMO = 6.97 eV
HOMO level = -2.81 eV

```
18
Properties=species:S:1:pos:R:3:mulliken_charge:R:1
O 1.171 0.610 -0.236 -0.795
N 3.000 -0.859 -0.448 -0.771
N -2.468 1.806 -0.074 -0.542
C -0.839 -1.610 0.363 -0.285
C -1.903 -0.582 0.220 -0.520
C -1.644 0.652 -0.280 0.013
C 2.181 0.053 0.385 -0.732
H -0.776 0.882 -0.888 0.397
H -0.971 -2.509 -0.264 0.275
H -1.956 2.682 -0.057 0.233
H 1.908 -0.549 1.291 0.309
H -2.855 -0.721 0.677 0.248
H 3.286 -0.242 -1.262 0.278
H 0.182 -1.167 0.090 -0.171
H -0.771 -1.975 1.395 0.242
H 2.341 -1.467 -0.935 0.281
H -3.217 1.729 0.609 0.187
H 2.961 0.751 0.751 0.351
```

---

[5]
A structure of composition C2H7N5O2, computed with ωB97M-V/def2-TZVPD.

Output
multiplicity = 1
gap between HOMO and LUMO = 9.42 eV
HOMO level = -8.93 eV

```
16
Properties=species:S:1:pos:R:3:mulliken_charge:R:1
O -0.198 1.675 0.926 -0.287
O 0.550 0.012 2.462 -0.609
N -1.183 0.546 0.530 -0.369
N 1.085 0.150 -0.281 0.112
N 1.742 -1.056 0.189 -0.707
N -0.861 -0.535 -1.678 -0.336
N -2.246 -0.462 -1.704 -0.458
C -0.281 0.038 -0.602 0.189
C 0.813 1.096 1.746 0.313
H 1.699 0.378 -1.022 0.315
H -2.475 0.431 -1.208 0.295
H 2.065 1.937 1.769 0.301
H 1.618 -1.981 -0.791 0.277
H -2.479 -0.504 -2.837 0.288
H -1.097 -0.336 1.199 0.340
H 1.247 -1.389 1.303 0.337
```

---

[6]
A cluster of 2 separate species, C14H13BCl3O3 in total, computed with ωB97M-V/def2-TZVPD.

Output
net charge = -1
multiplicity = 1
gap between HOMO and LUMO = 2.83 eV
HOMO level = -2.25 eV

```
34
Properties=species:S:1:pos:R:3:mulliken_charge:R:1
Cl -4.146 -0.936 -0.122 -0.297
Cl -4.362 -3.921 -0.824 -0.340
Cl -3.897 -1.850 -3.035 -0.293
O -2.078 -2.420 -1.087 -0.381
O -1.253 0.515 -1.448 -0.683
O 1.279 5.034 0.286 -0.449
C 1.688 -3.753 1.635 -0.535
C 2.542 -3.681 0.523 -0.284
C -0.070 3.974 -1.328 -0.434
C 0.701 -2.978 -0.890 -0.330
C -0.840 1.622 -1.028 -0.118
C -0.773 2.902 -1.786 -0.575
C 0.409 2.798 0.772 -0.251
C 0.333 -3.422 1.495 -0.441
C -0.320 1.731 0.331 -0.581
C -1.555 -2.627 0.071 -0.186
C -0.168 -2.965 0.240 0.632
C 1.924 5.024 1.563 -0.840
C 0.555 3.932 -0.059 0.876
C 2.038 -3.320 -0.737 -0.577
B -3.558 -2.267 -1.296 0.720
H 3.605 -3.905 0.640 0.361
H 2.428 5.988 1.613 0.222
H 2.648 4.215 1.630 0.327
H -0.441 0.867 0.960 0.371
H -0.365 -3.511 2.324 0.368
H 0.062 4.900 -1.882 0.319
H -2.249 -2.572 0.927 0.357
H 2.686 -3.283 -1.608 0.368
H 1.198 4.934 2.368 0.318
H 0.285 -2.722 -1.866 0.450
H -1.256 2.979 -2.758 0.334
H 2.082 -4.045 2.608 0.364
H 0.866 2.762 1.769 0.211
```

---

[7]
A cluster of 2 separate species, C26H23BF6O12S in total, computed with ωB97M-V/def2-TZVPD.

Output
SMILES string = CCCC[C@@]1(C(=O)C(F)(F)C(F)(F)C(F)(F)C(=O)O)OS(=O)(=O)O[C@]1(O)CB(O)O.O=C1c2ccccc2C(=O)c2ccccc21
multiplicity = 1
gap between HOMO and LUMO = 8.87 eV
HOMO level = -9.80 eV

```
69
Properties=species:S:1:pos:R:3:mulliken_charge:R:1
S -5.401 -2.016 2.173 1.370
F 0.664 2.784 0.685 -0.292
F -0.728 0.728 -0.573 -0.225
F -2.035 2.264 0.216 -0.306
F -0.523 -0.085 2.303 -0.167
F -1.317 1.931 2.626 -0.328
F 1.494 0.784 0.953 -0.304
O -6.725 -1.559 1.971 -0.587
O 5.832 2.301 -2.571 -0.663
O -6.705 1.369 3.603 -0.556
O -6.449 1.275 1.325 -0.713
O -4.658 -1.206 3.341 -0.486
O -2.692 -0.253 3.816 -0.389
O 2.574 -0.411 -5.835 -0.659
O -3.357 0.066 -0.702 -0.509
O 2.347 1.527 3.254 -0.494
O -5.246 -3.413 2.338 -0.626
O 0.909 3.273 3.411 -0.448
O -4.530 -1.354 1.003 -0.411
C 7.015 0.568 -4.418 -0.542
C 0.370 -3.782 3.069 -1.206
C 2.763 1.103 -4.041 0.290
C -0.711 1.116 1.750 0.414
C 4.788 0.001 -5.147 0.191
C -2.768 0.055 0.363 -1.613
C 7.537 -0.326 -5.336 -0.478
C 6.688 -1.066 -6.153 -0.472
C 5.093 1.666 -3.292 0.532
C 5.639 0.728 -4.312 0.174
C -3.246 -0.872 1.492 1.757
C 1.387 1.260 -3.932 -0.790
C 0.862 2.089 -2.957 -0.541
C 3.310 0.181 -5.075 0.575
C 3.079 2.624 -2.197 -0.727
C 1.398 2.149 2.823 -0.056
C -4.262 1.160 2.718 -1.856
C 1.707 2.766 -2.083 -0.410
C -3.691 -0.270 2.824 1.581
C -2.295 -2.109 1.443 -1.904
C 3.613 1.796 -3.177 0.287
C 0.710 1.711 1.502 1.314
C 5.317 -0.899 -6.063 -0.559
C -1.538 1.033 0.452 1.132
C -2.026 -2.880 2.727 -0.262
C -1.005 -4.008 2.409 -0.721
B -5.859 1.265 2.546 0.856
H 0.733 0.729 -4.609 0.483
H 7.099 -1.772 -6.863 0.400
H 4.654 -1.467 -6.699 0.472
H -2.721 -2.796 0.725 0.636
H -5.813 1.164 0.621 0.385
H -4.003 1.643 3.648 0.442
H -6.249 1.292 4.438 0.324
H 3.741 3.152 -1.524 0.480
H 1.298 3.407 -1.326 0.562
H -3.153 -0.414 4.640 0.529
H -1.326 -1.828 1.043 0.629
H -0.210 2.206 -2.872 0.490
H 7.671 1.141 -3.778 0.474
H -1.583 -2.277 3.503 0.373
H -3.787 1.716 1.918 0.257
H -1.398 -4.956 2.746 0.496
H 0.689 -4.677 3.583 0.338
H 1.108 -3.488 2.336 0.297
H -0.841 -4.057 1.340 0.341
H 0.722 3.034 4.323 0.367
H 0.334 -2.998 3.817 0.338
H -2.902 -3.365 3.134 0.316
H 8.609 -0.452 -5.415 0.397
```

---

[8]
A structure of composition C4H38NO16, computed with ωB97M-V/def2-TZVPD.

Output
net charge = -1
multiplicity = 1
gap between HOMO and LUMO = 9.40 eV
HOMO level = -6.83 eV

```
59
Properties=species:S:1:pos:R:3:mulliken_charge:R:1
O -1.717 -3.395 -0.566 -0.831
O -2.683 3.011 -0.970 -0.689
O -2.163 -2.641 3.630 -0.717
O 2.176 -3.782 -2.919 -0.647
O -0.324 2.547 1.680 -0.753
O -3.540 -2.800 1.166 -0.806
O -1.872 1.478 2.689 -0.655
O -0.058 4.021 -2.350 -0.765
O -2.325 0.443 -1.997 -0.783
O -0.945 -1.540 -2.246 -0.828
O 1.991 1.129 2.082 -0.530
O 3.702 1.996 -1.204 -0.619
O -3.105 0.111 0.576 -0.583
O 0.607 1.522 -1.523 -0.310
O 1.613 -1.346 -2.066 -0.756
O 1.969 4.353 -0.449 -0.686
N 1.578 -2.238 0.223 -0.365
C 2.465 -0.135 2.628 -0.849
C 2.296 -1.363 -0.794 0.061
C 1.471 -1.284 2.558 -0.550
C 0.814 -1.418 1.171 0.702
H -2.734 2.682 -0.076 0.270
H 2.289 1.243 1.178 0.325
H -2.649 2.316 -1.636 0.374
H 0.672 -0.938 3.247 0.269
H -1.022 1.933 2.792 0.362
H 1.813 -2.314 2.851 0.335
H 0.583 -1.382 -1.977 0.526
H 1.499 4.879 0.198 0.279
H -2.701 -2.947 0.618 0.448
H -2.450 -2.947 -1.040 0.338
H -3.071 0.404 -2.601 0.135
H -1.833 0.871 3.440 0.251
H 2.475 -4.114 -2.078 0.270
H -2.791 -2.824 2.881 0.418
H -0.036 3.256 -2.949 0.354
H -0.122 0.920 -1.351 0.041
H 2.788 2.342 -1.127 0.212
H -1.191 -1.552 -3.186 0.209
H -1.689 -0.550 -2.098 0.267
H 4.209 2.690 -0.777 0.325
H 3.248 -0.354 1.918 0.374
H -0.609 1.869 1.067 0.263
H 1.891 -2.859 -3.015 0.386
H 0.557 2.297 1.991 0.564
H -2.918 0.701 1.309 0.286
H 2.728 0.068 3.689 0.335
H -2.857 0.321 -0.339 0.377
H 3.311 -1.639 -0.954 0.441
H 0.995 -2.958 -0.170 0.313
H -1.061 -2.811 -1.008 0.407
H -0.465 3.463 -1.654 0.381
H -1.300 -2.788 3.232 0.297
H -0.051 -2.064 1.513 -0.221
H 1.460 4.176 -1.254 0.414
H 0.298 -0.570 0.705 0.090
H 1.366 0.996 -1.833 0.294
H 2.282 -0.265 -0.478 -0.438
H -3.454 -1.827 1.078 0.388
```

---

Number 1: DFT total energy -111026.4841 eV. Number 2: DFT total energy -93544.9896 eV. Number 3: DFT total energy -21301.2487 eV. Number 4: DFT total energy -9352.9986 eV. Number 5: DFT total energy -13723.2732 eV. Number 6: DFT total energy -59118.5705 eV. Number 7: DFT total energy -79723.0973 eV. Number 8: DFT total energy -39015.9870 eV.